Model w:
Entry from OMol25: the molecule C18H20N2O5 (ωB97M-V with the def2-TZVPD basis set).

Calculated values
net charge = 0
HOMO level = -8.59 eV
SMILES = N[C@@H](Cc1ccc(O)cc1)C(=O)N[C@@H](Cc1ccc(O)cc1)C(=O)O
Kohn-Sham gap = 8.92 eV

Bonds (Å) are listed after each position.
Cartesian coordinates (Å):
1 N 0.852 1.960 3.229  C2 1.460, H26 1.034, H27 1.071
2 C 1.346 1.513 1.930  N1 1.460, C3 1.526, C11 1.563, H28 1.080
3 C 1.707 0.046 2.151  C2 1.526, C4 1.530, H29 1.184, H30 1.099
4 C 2.187 -0.673 0.889  C3 1.530, C5 1.369, C10 1.439
5 C 1.538 -1.746 0.339  C4 1.369, C6 1.395, H31 1.133
6 C 2.101 -2.532 -0.667  C5 1.395, C7 1.364, H32 1.073
7 C 3.305 -2.160 -1.189  C6 1.364, O8 1.372, C9 1.398
8 O 4.016 -2.833 -2.150  C7 1.372, H33 0.979
9 C 3.949 -0.959 -0.879  C7 1.398, C10 1.373, H34 1.084
10 C 3.404 -0.320 0.208  C4 1.439, C9 1.373, H35 1.064
11 C 0.225 1.844 0.893  C2 1.563, O12 1.265, N13 1.303
12 O -0.674 2.683 1.191  C11 1.265
13 N 0.284 1.312 -0.295  C11 1.303, C14 1.435, H36 1.033
14 C -0.544 1.779 -1.370  N13 1.435, C15 1.572, C23 1.583, H37 1.025
15 C -2.086 1.479 -1.330  C14 1.572, C16 1.518, H38 1.061, H39 1.075
16 C -2.572 0.157 -0.764  C15 1.518, C17 1.399, C22 1.399
17 C -2.994 -0.896 -1.584  C16 1.399, C18 1.376, H40 1.114
18 C -3.409 -2.114 -1.095  C17 1.376, C19 1.364, H41 1.069
19 C -3.451 -2.308 0.255  C18 1.364, O20 1.323, C21 1.388
20 O -3.900 -3.398 0.856  C19 1.323, H42 0.975
21 C -3.040 -1.269 1.079  C19 1.388, C22 1.351, H43 1.062
22 C -2.577 -0.089 0.613  C16 1.399, C21 1.351, H44 1.040
23 C -0.372 3.307 -1.746  C14 1.583, O24 1.172, O25 1.328
24 O -1.088 3.918 -2.443  C23 1.172
25 O 0.711 3.907 -1.264  C23 1.328, H45 0.944
26 H 0.540 2.932 3.069  N1 1.034
27 H -0.089 1.465 3.361  N1 1.071
28 H 2.255 2.027 1.656  C2 1.080
29 H 0.799 -0.522 2.655  C3 1.184
30 H 2.507 -0.022 2.901  C3 1.099
31 H 0.586 -2.034 0.882  C5 1.133
32 H 1.545 -3.394 -0.980  C6 1.073
33 H 3.464 -3.615 -2.358  O8 0.979
34 H 4.777 -0.590 -1.474  C9 1.084
35 H 3.974 0.496 0.584  C10 1.064
36 H 0.878 0.475 -0.410  N13 1.033
37 H -0.106 1.287 -2.155  C14 1.025
38 H -2.469 1.548 -2.317  C15 1.061
39 H -2.430 2.293 -0.718  C15 1.075
40 H -3.100 -0.672 -2.670  C17 1.114
41 H -3.497 -2.917 -1.795  C18 1.069
42 H -4.254 -3.954 0.137  O20 0.975
43 H -3.133 -1.478 2.117  C21 1.062
44 H -2.239 0.682 1.223  C22 1.040
45 H 1.072 3.388 -0.564  O25 0.944



Model x:
Entry from OMol25: the molecule C18H20N2O5 (ωB97M-V with the def2-TZVPD basis set).

Calculated values
net charge = 0
HOMO level = -7.94 eV
SMILES = COc1ccc([C@H](CC(=O)O)NC(=O)Nc2ccccc2)cc1OC
Kohn-Sham gap = 8.55 eV

Bonds (Å) are listed after each position.
Cartesian coordinates (Å):
1 C 3.795 4.067 -1.291  O2 1.410, H26 1.092, H27 1.090, H28 1.092
2 O 3.298 3.568 -0.070  C1 1.410, C3 1.363
3 C 2.638 2.377 -0.008  O2 1.363, C4 1.392, C23 1.408
4 C 2.386 1.937 1.288  C3 1.392, C5 1.381, H29 1.079
5 C 1.724 0.752 1.541  C4 1.381, C6 1.386, H30 1.080
6 C 1.292 -0.035 0.486  C5 1.386, C7 1.514, C22 1.388
7 C 0.572 -1.341 0.746  C6 1.514, C8 1.539, N12 1.461, H31 1.096
8 C 1.150 -2.490 -0.097  C7 1.539, C9 1.507, H32 1.088, H33 1.091
9 C 2.653 -2.487 0.016  C8 1.507, O10 1.200, O11 1.341
10 O 3.427 -2.333 -0.888  C9 1.200
11 O 3.057 -2.683 1.280  C9 1.341, H34 0.970
12 N -0.871 -1.230 0.546  C7 1.461, C13 1.361, H35 1.009
13 C -1.478 -1.091 -0.665  N12 1.361, O14 1.215, N15 1.381
14 O -0.934 -1.194 -1.746  C13 1.215
15 N -2.831 -0.817 -0.615  C13 1.381, C16 1.395, H36 1.011
16 C -3.735 -0.824 0.447  N15 1.395, C17 1.395, C21 1.394
17 C -4.818 0.055 0.405  C16 1.395, C18 1.381, H37 1.081
18 C -5.749 0.070 1.425  C17 1.381, C19 1.385, H38 1.080
19 C -5.620 -0.791 2.502  C18 1.385, C20 1.384, H39 1.079
20 C -4.562 -1.683 2.538  C19 1.384, C21 1.383, H40 1.080
21 C -3.627 -1.710 1.518  C16 1.394, C20 1.383, H41 1.079
22 C 1.527 0.398 -0.812  C6 1.388, C23 1.388, H42 1.075
23 C 2.190 1.586 -1.084  C3 1.408, C22 1.388, O24 1.370
24 O 2.421 2.019 -2.363  C23 1.370, C25 1.409
25 C 2.103 1.153 -3.429  O24 1.409, H43 1.094, H44 1.089, H45 1.094
26 H 4.477 3.359 -1.768  C1 1.092
27 H 4.341 4.973 -1.025  C1 1.090
28 H 2.991 4.317 -1.986  C1 1.092
29 H 2.735 2.558 2.097  C4 1.079
30 H 1.558 0.438 2.562  C5 1.080
31 H 0.704 -1.596 1.804  C7 1.096
32 H 0.866 -2.373 -1.141  C8 1.088
33 H 0.765 -3.440 0.278  C8 1.091
34 H 4.025 -2.653 1.332  O11 0.970
35 H -1.375 -0.846 1.331  N12 1.009
36 H -3.203 -0.536 -1.511  N15 1.011
37 H -4.922 0.725 -0.437  C17 1.081
38 H -6.580 0.758 1.378  C18 1.080
39 H -6.345 -0.775 3.301  C19 1.079
40 H -4.467 -2.375 3.361  C20 1.080
41 H -2.835 -2.443 1.535  C21 1.079
42 H 1.163 -0.204 -1.626  C22 1.075
43 H 1.027 0.968 -3.494  C25 1.094
44 H 2.436 1.670 -4.328  C25 1.089
45 H 2.632 0.199 -3.338  C25 1.094



Stability comparison, relative energies in hartree: model w 0.0375; model x 0.0000